1.
Formula: C10H14BN3O5P2PbS
Source: the Open Molecules 2025 dataset
Level of theory: ωB97M-V/def2-TZVPD

Each line ends with the Löwdin charge.
Geometry (Å):
Pb1 0.52 5.40 -0.89  1.36
S1 0.84 3.07 -1.59  0.38
P1 -2.22 -3.58 -0.42  0.89
P2 0.30 2.29 0.19  0.41
O1 -0.69 3.42 0.77  -0.30
O2 1.79 0.14 -2.68  0.12
O3 -1.07 -4.32 -1.33  -0.27
O4 1.60 2.37 1.11  -0.16
O5 -3.44 -3.29 -1.49  -0.25
N1 -2.25 1.34 1.45  0.11
N2 -3.37 -1.27 1.16  0.18
N3 2.91 -0.31 -0.55  -0.05
C1 2.69 -0.71 0.85  -0.06
C2 -1.51 -1.85 -0.18  -0.21
C3 -1.63 0.37 0.71  -0.19
C4 -0.31 -1.57 -0.74  -0.03
C5 -0.39 0.70 0.09  -0.22
C6 3.87 0.81 -0.68  -0.04
C7 -3.36 0.98 2.04  -0.06
C8 -2.19 -0.88 0.59  -0.22
C9 0.27 -0.29 -0.60  -0.08
C10 -3.90 -0.32 1.88  -0.06
B1 1.71 -0.13 -1.31  -0.62
H1 1.35 2.33 2.05  0.13
H2 -3.88 1.69 2.67  0.13
H3 2.13 -1.64 0.92  0.10
H4 3.66 -0.90 1.32  0.10
H5 2.16 0.03 1.46  0.07
H6 -0.93 3.26 1.71  0.11
H7 0.21 -2.33 -1.30  0.12
H8 -1.25 -4.12 -2.26  0.07
H9 3.41 1.80 -0.67  0.05
H10 -4.83 -0.54 2.40  0.13
H11 1.86 -0.72 -3.12  0.13
H12 -3.12 -2.65 -2.14  0.06
H13 4.44 0.68 -1.60  0.10
H14 4.58 0.74 0.15  0.10

Results
HOMO level, eV: -13.72
E, Eh: -2228.0930
Charge: +2
Frontier orbital gap, eV: 4.25
Maximum force, eV/A: 2.32

---

2.
Formula: C6H8P
Source: the Open Molecules 2025 dataset
Level of theory: ωB97M-V/def2-TZVPD

Each line ends with the Löwdin charge.
Geometry (Å):
P1 0.84 1.67 -0.39  1.17
C1 0.69 -2.82 -0.33  0.08
C2 -0.10 -0.77 1.02  -0.16
C3 -0.38 0.06 -0.09  -0.31
C4 -0.09 3.13 0.14  -0.22
C5 -0.31 2.88 -1.14  -0.19
C6 0.53 -2.06 0.78  -0.15
H1 -0.48 -0.43 2.08  0.15
H2 -0.32 3.85 1.01  0.13
H3 0.92 -3.84 -0.31  0.05
H4 -0.36 -0.33 -1.10  0.07
H5 -0.92 3.11 -1.97  0.08
H6 -1.42 0.47 -0.03  0.11
H7 0.79 -2.51 1.73  0.10
H8 0.60 -2.43 -1.40  0.10

Results
Multiplicity: 3
HOMO level (spin up / spin down), eV: -11.69 / -14.18
ΔE to the lowest compared entry with this formula, charge and spin, kcal/mol: 6.7
E, Eh: -574.2839
Charge: +1
Frontier orbital gap (spin up / spin down), eV: 7.90 / 5.89
Maximum force, eV/A: 3.61

---

3.
Formula: C2H6N4O2
Source: the Open Molecules 2025 dataset
Level of theory: ωB97M-V/def2-TZVPD

Each line ends with the Löwdin charge.
Geometry (Å):
O1 -0.84 1.59 0.62  -0.06
O2 2.66 -0.56 -0.03  -0.23
N1 0.20 -0.95 -0.18  0.09
N2 -0.29 1.24 -0.62  -0.03
N3 2.03 0.64 -0.21  -0.01
N4 -2.47 -0.57 -0.18  0.04
C1 -1.18 -1.28 -0.02  -0.07
C2 0.78 0.30 -0.33  -0.37
H1 0.86 -1.43 0.39  0.11
H2 3.67 -0.41 1.14  0.33
H3 -1.75 1.28 0.58  0.05
H4 -1.37 -2.15 0.54  0.07
H5 0.09 2.12 -0.91  0.12
H6 -2.39 0.19 -0.79  -0.04

Results
HOMO level, eV: -9.09
ΔE to the lowest compared entry with this formula, charge and spin, kcal/mol: 192.1
E, Eh: -449.0151
Charge: 0
Frontier orbital gap, eV: 7.72
Maximum force, eV/A: 8.31